{
  "formula": "C5H13FInO2P",
  "method": "ωB97M-V with the def2-TZVPD basis set",
  "symbols": ["F", "C", "C", "C", "P", "O", "C", "C", "O", "H", "H", "H", "H", "H", "H", "H", "H", "H", "H", "H", "H", "H", "In"],
  "coordinates": [[0.12, -1.29, 2.91], [-0.76, -0.23, 2.36], [-1.65, -0.69, 1.05], [-0.85, -1.68, 0.00], [0.52, -0.83, -1.02], [-0.48, 0.55, -1.44], [0.45, 1.69, -1.19], [2.03, 1.18, -1.13], [1.97, -0.15, -1.79], [-0.11, 0.73, 2.16], [-1.55, 0.09, 3.19], [-2.56, -1.33, 1.48], [-2.13, 0.26, 0.57], [-1.66, -2.10, -0.76], [-0.37, -2.58, 0.62], [0.19, -1.49, -2.29], [1.42, -1.98, -0.80], [1.01, -0.26, 0.21], [0.44, 2.24, -2.25], [0.08, 2.42, -0.35], [2.56, 1.26, -0.07], [2.56, 2.07, -1.72], [-1.23, 2.13, 0.27]],
  "lowdin_charge": [-0.078, -0.162, -0.230, -0.241, 0.734, -0.362, -0.311, -0.115, -0.230, 0.077, 0.170, 0.174, -0.015, 0.138, 0.169, 0.246, 0.184, 0.144, 0.198, -0.146, 0.201, 0.192, 1.263],
  "gap_ev": 3.9,
  "spin_multiplicity": 1,
  "charge": 2,
  "homo_ev": -17.663,
  "e_tot_ha": -978.99458,
  "max_force_ha_per_bohr": 0.198
}



{
  "formula": "C5H13FN",
  "method": "ωB97M-V with the def2-TZVPD basis set",
  "symbols": ["C", "C", "C", "C", "C", "N", "F", "H", "H", "H", "H", "H", "H", "H", "H", "H", "H", "H", "H", "H"],
  "coordinates": [[-1.39, -0.93, 3.20], [1.01, 0.63, -1.91], [-1.54, -1.30, 1.72], [0.15, 1.86, -1.53], [-0.63, -0.47, 0.91], [0.56, 3.17, -2.07], [0.66, -0.49, 1.38], [-0.42, -0.62, 3.37], [-1.95, 0.02, 3.56], [-1.68, -1.75, 3.88], [1.97, 0.64, -1.44], [0.99, 0.58, -3.03], [0.48, -0.23, -1.51], [-1.19, -2.33, 1.53], [-2.52, -1.27, 1.25], [-0.84, 1.73, -1.85], [-0.65, 0.25, 0.07], [-0.07, 3.96, -1.66], [0.54, 3.28, -3.11], [1.51, 3.17, -1.80]],
  "nbo_charge": [-0.608, -0.707, -0.514, 0.093, 0.257, -0.734, -0.361, 0.220, 0.213, 0.229, 0.249, 0.247, 0.272, 0.236, 0.234, 0.172, 0.134, 0.473, 0.449, 0.446],
  "gap_ev": [10.4, 4.9],
  "spin_multiplicity": 1,
  "charge": 1,
  "homo_ev": [-14.344, -10.621],
  "relative_energy_kcal_mol": 111.1,
  "e_tot_ha": -352.49044,
  "max_force_ha_per_bohr": 0.059
}



{
  "formula": "C5H13FN",
  "method": "ωB97M-V with the def2-TZVPD basis set",
  "symbols": ["C", "C", "C", "C", "C", "N", "F", "H", "H", "H", "H", "H", "H", "H", "H", "H", "H", "H", "H", "H"],
  "coordinates": [[-1.13, -0.13, 1.54], [1.80, -0.40, 0.28], [0.96, 1.80, -0.79], [-1.14, 0.02, 0.05], [0.80, 0.32, -0.53], [-1.52, -1.28, -0.67], [0.65, -0.39, -1.78], [-2.04, -0.72, 1.75], [-0.23, -0.75, 1.75], [-1.09, 0.85, 1.98], [2.02, -0.04, 1.39], [1.76, -1.46, 0.31], [2.92, -0.19, -0.12], [1.60, 2.16, 0.00], [0.00, 2.19, -0.77], [1.37, 1.93, -1.83], [-1.90, 0.78, -0.39], [-2.08, -1.76, 0.09], [-0.56, -1.66, -0.85], [-2.18, -1.28, -1.41]],
  "nbo_charge": [-0.658, -0.759, -0.684, -0.065, 0.487, -0.725, -0.407, 0.207, 0.228, 0.266, 0.270, 0.240, 0.285, 0.240, 0.228, 0.265, 0.226, 0.434, 0.473, 0.446],
  "gap_ev": 10.8,
  "spin_multiplicity": 1,
  "charge": 1,
  "homo_ev": -14.128,
  "relative_energy_kcal_mol": 49.2,
  "e_tot_ha": -352.58915,
  "max_force_ha_per_bohr": 0.091
}



{
  "formula": "C5H13IN",
  "method": "ωB97M-V with the def2-TZVPD basis set",
  "symbols": ["C", "C", "C", "C", "C", "N", "I", "H", "H", "H", "H", "H", "H", "H", "H", "H", "H", "H", "H", "H"],
  "coordinates": [[-0.76, -1.65, 0.42], [-0.22, -0.03, -1.46], [-1.51, 1.96, 0.21], [2.00, -0.66, 0.87], [-0.76, -0.34, -0.15], [-1.32, 0.63, 0.61], [3.86, -0.24, -0.13], [-1.59, -1.79, 1.32], [0.25, -1.66, 0.75], [-0.87, -2.53, -0.24], [0.73, 0.54, -1.33], [-0.87, 0.64, -1.90], [-0.11, -0.90, -2.12], [-0.59, 2.55, 0.16], [-1.94, 2.06, -0.85], [-2.04, 2.57, 0.89], [1.51, 0.41, 0.69], [2.19, -0.59, 1.98], [3.79, -1.34, -1.22], [-1.77, 0.37, 1.50]],
  "nbo_charge": [-0.733, -0.716, -0.456, -1.005, 0.559, -0.484, 0.612, 0.236, 0.332, 0.279, 0.282, 0.254, 0.269, 0.228, 0.225, 0.252, 0.141, 0.204, 0.083, 0.436],
  "gap_ev": 7.9,
  "spin_multiplicity": 1,
  "charge": 1,
  "homo_ev": -11.722,
  "relative_energy_kcal_mol": 111.8,
  "e_tot_ha": -550.32738,
  "max_force_ha_per_bohr": 0.090
}



{
  "formula": "C5H13N",
  "method": "ωB97M-V with the def2-TZVPD basis set",
  "symbols": ["C", "C", "C", "H", "H", "H", "H", "H", "H", "C", "N", "C", "H", "H", "H", "H", "H", "H", "H"],
  "coordinates": [[-3.28, -0.75, 0.11], [-2.61, -0.71, -1.03], [-1.91, 0.52, -1.58], [-3.72, -1.69, 0.42], [-3.45, 0.09, 0.77], [-2.57, -1.61, -1.64], [-2.60, 1.35, -1.41], [-0.95, 0.73, -1.12], [-1.75, 0.41, -2.65], [3.17, -0.62, 1.17], [2.64, 0.36, 0.21], [1.43, 1.04, 0.69], [2.45, -1.41, 1.42], [4.00, -1.13, 0.67], [3.54, -0.10, 2.05], [2.34, -0.19, -0.59], [0.51, 0.65, 0.27], [1.49, 2.10, 0.48], [1.28, 0.95, 1.77]],
  "nbo_charge": [-0.406, -0.169, -0.655, 0.196, 0.191, 0.193, 0.219, 0.217, 0.214, -0.415, -0.617, -0.424, 0.166, 0.197, 0.194, 0.343, 0.177, 0.193, 0.188],
  "gap_ev": 10.0,
  "spin_multiplicity": 1,
  "homo_ev": -8.937,
  "relative_energy_kcal_mol": 41.1,
  "smiles": "C=CC.CNC",
  "e_tot_ha": -252.99763,
  "max_force_ha_per_bohr": 0.023
}



{
  "formula": "C5H13N",
  "method": "ωB97M-V with the def2-TZVPD basis set",
  "symbols": ["C", "C", "C", "C", "C", "N", "H", "H", "H", "H", "H", "H", "H", "H", "H", "H", "H", "H", "H"],
  "coordinates": [[-1.06, -1.63, -1.36], [-0.91, -0.60, -0.26], [0.49, 0.04, -0.20], [0.86, 0.82, -1.44], [0.64, 0.95, 1.06], [0.11, 0.50, 2.34], [-2.06, -1.59, -1.81], [-0.33, -1.56, -2.16], [-0.95, -2.67, -1.02], [-1.64, 0.21, -0.28], [-1.08, -1.01, 0.74], [1.30, -0.69, -0.06], [0.13, 1.64, -1.59], [1.81, 1.34, -1.48], [0.66, 0.23, -2.34], [1.72, 1.06, 1.23], [0.31, 1.97, 0.83], [0.24, -0.49, 2.43], [-0.92, 0.47, 2.26]],
  "nbo_charge": [-0.618, -0.412, -0.228, -0.616, -0.215, -0.805, 0.213, 0.207, 0.211, 0.199, 0.198, 0.189, 0.196, 0.219, 0.211, 0.185, 0.185, 0.342, 0.338],
  "gap_ev": 10.6,
  "spin_multiplicity": 1,
  "homo_ev": -9.434,
  "relative_energy_kcal_mol": 14.5,
  "smiles": "CC[C@@H](C)CN",
  "e_tot_ha": -253.03991,
  "max_force_ha_per_bohr": 0.042
}



{
  "formula": "C5H13N",
  "method": "ωB97M-V with the def2-TZVPD basis set",
  "symbols": ["C", "C", "C", "C", "C", "N", "H", "H", "H", "H", "H", "H", "H", "H", "H", "H", "H", "H", "H"],
  "coordinates": [[1.85, 0.49, 0.83], [0.60, -0.14, 0.19], [1.07, -1.33, -0.66], [-0.37, 0.85, -0.57], [-1.75, 0.16, -0.56], [-2.56, 0.37, 0.63], [2.56, 0.64, 0.00], [1.66, 1.37, 1.46], [2.48, -0.15, 1.46], [0.10, -0.44, 1.14], [0.21, -2.00, -0.68], [1.36, -1.02, -1.65], [1.86, -1.89, -0.18], [-0.29, 1.75, 0.03], [0.07, 0.89, -1.57], [-2.35, 0.55, -1.40], [-1.56, -0.88, -0.78], [-2.53, -0.46, 1.19], [-2.40, 1.25, 1.12]],
  "nbo_charge": [-0.612, -0.204, -0.620, -0.414, -0.216, -0.855, 0.195, 0.205, 0.208, 0.185, 0.205, 0.205, 0.212, 0.205, 0.204, 0.176, 0.190, 0.364, 0.366],
  "gap_ev": 10.1,
  "spin_multiplicity": 1,
  "homo_ev": -8.959,
  "relative_energy_kcal_mol": 21.8,
  "smiles": "CC(C)CCN",
  "e_tot_ha": -253.02835,
  "max_force_ha_per_bohr": 0.061
}



{
  "formula": "C5H13N2",
  "method": "ωB97M-V with the def2-TZVPD basis set",
  "symbols": ["C", "C", "C", "N", "C", "C", "N", "H", "H", "H", "H", "H", "H", "H", "H", "H", "H", "H", "H", "H"],
  "coordinates": [[0.26, 1.72, -0.45], [0.12, 1.48, 1.08], [0.67, 0.12, 1.41], [-0.59, -2.29, -1.30], [0.28, -1.62, -0.36], [-0.05, -1.09, 0.86], [-0.70, 0.76, -1.11], [-0.10, 2.74, -0.58], [1.29, 1.66, -0.77], [-0.89, 1.61, 1.49], [0.74, 2.26, 1.54], [1.69, 0.03, 1.00], [0.94, -0.01, 2.46], [-0.18, -3.18, -1.55], [-1.41, -2.53, -0.75], [1.30, -1.59, -0.75], [-0.77, -1.57, 1.52], [-0.93, 1.05, -2.06], [-1.51, 0.59, -0.47], [-0.16, -0.12, -1.20]],
  "mulliken_spin": [-0.013, 0.151, -0.117, 0.081, 0.350, 0.420, 0.142, -0.001, 0.005, -0.008, -0.033, 0.011, 0.021, 0.006, -0.032, -0.052, 0.076, -0.012, -0.050, 0.058],
  "gap_ev": [4.0, 7.2],
  "spin_multiplicity": 2,
  "homo_ev": [-3.403, -6.630],
  "relative_energy_kcal_mol": 67.6,
  "e_tot_ha": -307.64138,
  "max_force_ha_per_bohr": 0.059
}



{
  "formula": "C5H13N2",
  "method": "ωB97M-V with the def2-TZVPD basis set",
  "symbols": ["C", "C", "C", "C", "C", "N", "N", "H", "H", "H", "H", "H", "H", "H", "H", "H", "H", "H", "H", "H"],
  "coordinates": [[2.20, -0.41, 0.80], [1.69, -0.58, -0.38], [-1.52, -1.15, -0.69], [-1.03, 0.08, 1.28], [0.15, 0.58, -0.84], [0.46, 1.95, -0.49], [-1.04, 0.08, -0.15], [3.02, -1.10, 1.01], [1.84, 0.25, 1.53], [1.90, -1.28, -1.20], [-0.69, -1.95, -0.69], [-2.35, -1.39, 0.00], [-1.67, -1.01, -1.81], [-2.05, -0.12, 1.76], [-0.49, -0.81, 1.78], [-0.43, 0.89, 1.73], [-0.16, 0.62, -1.94], [0.65, 2.48, -1.31], [1.28, 1.98, 0.05], [-1.77, 0.89, -0.47]],
  "nbo_charge": [-0.428, -0.151, -0.427, -0.474, 0.091, -0.846, -0.406, 0.249, 0.211, 0.232, 0.250, 0.242, 0.245, 0.259, 0.252, 0.258, 0.216, 0.394, 0.380, 0.454],
  "gap_ev": 10.8,
  "spin_multiplicity": 1,
  "charge": 1,
  "homo_ev": -13.900,
  "relative_energy_kcal_mol": 107.5,
  "e_tot_ha": -307.45031,
  "max_force_ha_per_bohr": 0.108
}



{
  "formula": "C5H13N2",
  "method": "ωB97M-V with the def2-TZVPD basis set",
  "symbols": ["C", "C", "C", "C", "N", "C", "N", "H", "H", "H", "H", "H", "H", "H", "H", "H", "H", "H", "H", "H"],
  "coordinates": [[-0.57, -0.02, -1.50], [0.77, 0.11, -2.04], [0.65, 0.24, -0.47], [0.85, -0.81, 0.40], [1.18, -0.50, 1.71], [0.68, 1.65, 0.08], [-2.58, -0.74, 0.93], [-0.92, -1.02, -1.32], [-1.34, 0.67, -1.80], [1.37, -0.71, -2.41], [1.06, 1.10, -2.34], [1.34, -1.75, 0.13], [2.17, -0.27, 1.81], [0.99, -1.28, 2.34], [0.49, 1.67, 1.15], [1.67, 2.07, -0.09], [-0.08, 2.31, -0.32], [-3.33, -1.42, 0.95], [-1.69, -1.19, 1.08], [-2.71, -0.09, 1.69]],
  "nbo_charge": [-0.231, -0.334, -0.128, 0.299, -0.825, -0.636, -1.079, 0.241, 0.280, 0.255, 0.253, 0.238, 0.434, 0.404, 0.260, 0.239, 0.244, 0.382, 0.331, 0.374],
  "gap_ev": 7.6,
  "spin_multiplicity": 1,
  "charge": 1,
  "homo_ev": -13.609,
  "relative_energy_kcal_mol": 98.3,
  "e_tot_ha": -307.46496,
  "max_force_ha_per_bohr": 0.067
}